[1]
The following is a DFT calculation (the ωB97M-V functional and the def2-TZVPD basis) of C46H117Br6N10O23 as an isolated structure in a non-equilibrium geometry.

Properties
Kohn-Sham gap	0.2602	Eh
LUMO energy	-0.0751	Eh
electronic energy	-531801.471	eV
HOMO	-9.13	eV

```
! RIJCOSX wB97M-V def2-TZVPD def2/J DEFGRID3
* xyz 1 1
C -0.606 0.211 2.043
C 0.200 -0.666 1.118
N 1.079 0.119 0.159
C 2.124 0.851 0.941
C 1.765 -0.810 -0.829
C 2.594 -1.923 -0.215
C 0.407 1.184 -0.697
C -0.711 0.711 -1.601
O -1.599 -0.152 -0.952
C -2.680 -0.596 -1.731
H 0.010 0.821 2.699
H -1.197 -0.423 2.710
H -1.346 0.742 1.444
H -0.456 -1.200 0.433
H 0.851 -1.373 1.619
H 2.718 1.402 0.211
H 2.696 0.164 1.559
H 1.662 1.557 1.627
H 2.281 -0.164 -1.546
H 0.912 -1.226 -1.375
H 2.036 -2.536 0.486
H 3.555 -1.536 0.116
H 2.816 -2.604 -1.039
H 1.185 1.638 -1.320
H 0.051 1.940 0.011
H -0.249 0.157 -2.433
H -1.265 1.544 -2.044
H -3.089 -1.452 -1.203
H -2.296 -1.092 -2.633
H -3.499 0.085 -1.959
C 5.757 6.831 0.108
C 4.404 6.229 0.368
N 4.064 5.003 -0.461
C 5.065 3.881 -0.156
C 2.701 4.429 -0.152
C 2.522 4.158 1.343
C 4.194 5.177 -1.986
C 3.185 6.089 -2.625
O 3.105 7.311 -1.913
C 2.122 8.218 -2.392
H 6.591 6.141 0.252
H 5.944 7.680 0.762
H 5.852 7.182 -0.922
H 3.553 6.877 0.186
H 4.350 5.882 1.399
H 5.956 4.190 -0.696
H 4.630 2.972 -0.572
H 5.241 3.898 0.914
H 2.481 3.573 -0.793
H 1.897 5.140 -0.365
H 1.596 3.602 1.471
H 2.523 5.060 1.947
H 3.287 3.473 1.714
H 4.093 4.160 -2.384
H 5.204 5.555 -2.134
H 2.193 5.627 -2.603
H 3.532 6.309 -3.640
H 1.926 8.915 -1.583
H 1.255 7.736 -2.846
H 2.573 8.802 -3.205
O 3.348 1.851 -2.276
H 3.094 1.586 -3.158
C -0.330 3.798 5.339
N 0.919 2.998 5.148
O 1.569 2.630 6.107
O 1.258 2.813 3.982
H -0.854 3.447 6.223
H -0.864 3.667 4.408
H -0.065 4.833 5.546
C -5.769 0.225 1.916
N -5.226 0.859 0.666
O -5.882 0.769 -0.347
O -4.168 1.444 0.758
H -6.594 0.821 2.298
H -4.974 0.082 2.639
H -6.166 -0.744 1.623
C 6.412 -3.684 0.939
N 6.565 -3.259 -0.497
O 7.628 -3.484 -1.029
O 5.662 -2.616 -0.985
H 5.675 -3.026 1.384
H 7.400 -3.636 1.377
H 6.031 -4.699 0.827
C 2.145 -0.637 -4.563
N 2.323 -0.101 -5.929
O 2.482 -0.914 -6.819
O 2.376 1.096 -6.098
H 1.573 0.111 -4.028
H 3.119 -0.884 -4.144
H 1.669 -1.610 -4.666
C 6.140 0.475 -0.859
N 6.488 0.895 0.529
O 7.349 1.736 0.651
O 5.849 0.399 1.436
H 6.027 1.434 -1.359
H 5.241 -0.121 -0.938
H 7.003 -0.028 -1.288
C 1.042 3.217 -4.483
N 0.112 3.862 -3.523
O -0.917 4.322 -3.971
O 0.483 3.933 -2.370
H 0.666 3.326 -5.492
H 1.162 2.184 -4.174
H 1.955 3.784 -4.311
C -0.936 -5.404 -0.361
N -0.255 -4.094 -0.567
O 0.384 -3.972 -1.600
O -0.249 -3.293 0.347
H -0.215 -6.217 -0.338
H -1.680 -5.627 -1.121
H -1.407 -5.344 0.618
C 1.969 -1.353 6.213
N 1.171 -0.617 5.188
O 0.024 -0.304 5.430
O 1.806 -0.208 4.228
H 2.572 -0.567 6.660
H 2.587 -2.064 5.676
H 1.297 -1.825 6.920
Br -4.687 3.937 -2.333
C -3.947 4.143 -0.524
C -2.429 4.086 -0.607
Br -1.556 4.126 1.171
H -4.340 3.309 0.049
H -4.247 5.125 -0.181
H -2.072 4.964 -1.135
H -2.016 3.186 -1.036
Br -3.451 -2.689 1.277
C -4.028 -4.277 2.295
C -5.175 -4.024 3.243
Br -4.551 -2.858 4.725
H -3.200 -4.588 2.932
H -4.123 -5.056 1.542
H -5.458 -4.935 3.761
H -6.025 -3.477 2.853
Br 3.686 -3.855 -3.611
C 4.107 -3.910 -5.540
C 3.151 -4.880 -6.214
Br 3.700 -6.753 -6.121
H 5.131 -4.268 -5.582
H 3.999 -2.905 -5.938
H 3.023 -4.563 -7.249
H 2.165 -4.732 -5.779
C -3.483 0.366 5.439
C -2.696 1.351 4.595
O -3.081 2.684 4.934
C -4.200 3.222 4.267
C -4.208 4.719 4.566
H -3.010 -0.619 5.410
H -3.455 0.729 6.467
H -4.534 0.254 5.169
H -1.648 1.344 4.897
H -2.781 1.159 3.526
H -4.053 3.042 3.193
H -5.143 2.726 4.530
H -4.247 4.828 5.650
H -5.028 5.283 4.121
H -3.318 5.210 4.170
C -1.102 -1.966 5.088
C 0.083 -2.316 4.205
O 1.174 -2.663 5.028
C 2.451 -2.662 4.377
C 3.468 -2.472 5.484
H -1.832 -1.326 4.590
H -1.608 -2.892 5.367
H -0.876 -1.456 6.027
H -0.217 -3.129 3.536
H 0.345 -1.409 3.643
H 2.583 -3.622 3.870
H 2.490 -1.868 3.627
H 4.451 -2.475 5.008
H 3.435 -3.269 6.223
H 3.287 -1.531 6.000
C -5.589 -3.065 -1.568
C -5.872 -2.923 -3.056
O -5.190 -1.798 -3.545
C -5.101 -1.780 -4.958
C -4.395 -0.505 -5.386
H -4.533 -3.164 -1.320
H -5.881 -2.133 -1.079
H -6.083 -3.945 -1.162
H -5.731 -3.863 -3.604
H -6.956 -2.784 -3.197
H -4.494 -2.632 -5.289
H -6.094 -1.856 -5.409
H -5.001 0.319 -4.999
H -4.328 -0.358 -6.463
H -3.397 -0.379 -4.966
C -2.326 -4.771 -3.944
C -3.471 -5.777 -3.874
O -3.960 -5.668 -2.544
C -5.176 -6.327 -2.289
C -5.146 -7.848 -2.521
H -1.911 -4.621 -4.947
H -2.640 -3.852 -3.457
H -1.414 -5.229 -3.550
H -4.258 -5.635 -4.622
H -3.081 -6.777 -4.093
H -5.469 -6.049 -1.278
H -5.988 -5.918 -2.911
H -4.549 -8.182 -1.657
H -4.529 -8.236 -3.327
H -6.108 -8.340 -2.411
*
```



[2]
The following is a DFT calculation (the ωB97M-V functional and the def2-TZVPD basis) of C12H19B2F4MoN6O6Se3Te as an isolated structure.

Properties
Kohn-Sham gap (alpha / beta)	0.2237 / 0.2260	Eh
LUMO energy (alpha / beta)	-0.1913 / -0.2063	Eh
energy relative to the best compared isomer or geometry (same formula, charge and spin)	142.7	kJ/mol
electronic energy	-251385.072	eV
⟨S²⟩	2.431
HOMO (alpha / beta)	-11.29 / -11.76	eV

```
! RIJCOSX wB97M-V def2-TZVPD def2/J DEFGRID3
* xyz 1 3
Mo -0.097 0.128 -0.328
C -4.382 1.203 0.411
C -3.026 0.599 0.362
N -1.967 1.204 -0.050
O -2.131 2.487 -0.366
B -1.172 3.344 -1.185
F -1.271 3.087 -2.516
F -1.468 4.623 -0.815
O 0.273 3.061 -0.739
N 0.416 2.074 0.145
C 0.923 2.365 1.298
C 1.302 3.762 1.627
C 1.073 1.191 2.174
N 0.708 0.091 1.602
O 0.896 -1.045 2.334
B -0.409 -1.775 2.704
F -1.197 -0.878 3.403
F -0.022 -2.899 3.348
O -1.088 -2.187 1.429
N -1.486 -1.065 0.757
C -2.718 -0.734 0.897
C -3.695 -1.563 1.648
C 1.585 1.222 3.570
H -4.415 2.122 -0.162
H -4.662 1.422 1.444
H -5.112 0.497 0.013
H 0.425 4.407 1.545
H 2.022 4.120 0.890
H 1.729 3.842 2.621
H -3.401 -1.602 2.697
H -3.678 -2.585 1.270
H -4.698 -1.153 1.568
H 1.683 2.241 3.928
H 2.559 0.730 3.625
H 0.906 0.668 4.217
C 0.671 -4.062 -1.700
C 0.265 -2.653 -1.478
N 0.756 -1.883 -0.560
O 1.767 -2.450 0.182
C -0.716 -1.993 -2.352
C -1.303 -2.506 -3.619
N -0.903 -0.794 -1.923
O -1.442 0.230 -2.434
H 1.367 -4.404 -0.945
H 1.129 -4.157 -2.687
H -0.221 -4.692 -1.695
H 1.647 -2.072 1.086
H -0.840 -3.446 -3.908
H -1.161 -1.779 -4.420
H -2.376 -2.670 -3.510
Se 3.287 0.270 -0.042
Se 4.695 0.569 -1.713
Te 3.314 1.970 -3.403
Se 1.129 1.078 -3.119
*
```